(1)
CH5NO | wB97M-V/def2-TZVPD

Output
Relative energy (zero: lowest compared OMol25 entry of this formula, charge and spin), eV: 1.188
Kohn-Sham gap, eV: 11.03
E_LUMO, eV: 1.104
F_max, eV/Å: 5.99
Structure (SMILES): C=N.O
Energy, eV: -4654.1953

Geometry as ORCA input:
```
! RIJCOSX wB97M-V def2-TZVPD def2/J DEFGRID3
* xyz 0 1
O 1.6993 -0.7111 -0.4981
N -0.7567 0.0193 0.8754
C -1.1572 0.6028 -0.1911
H 2.2264 -0.9223 0.2432
H -1.1833 1.7423 -0.1621
H -1.3927 -0.0042 -1.0568
H -0.6950 -0.9099 1.0113
H 1.2592 0.1831 -0.2217
*
```

Atomic partial charges in e from the natural (NBO) method, atoms 1 to 2: -0.947 -0.622

=====

(2)
C5H6O3 | wB97M-V/def2-TZVPD

Output
Relative energy (zero: lowest compared OMol25 entry of this formula, charge and spin), eV: 7.396
Kohn-Sham gap, eV: 8.15
E_LUMO, eV: -0.818
F_max, eV/Å: 6.37
Energy, eV: -11417.0157

Geometry as ORCA input:
```
! RIJCOSX wB97M-V def2-TZVPD def2/J DEFGRID3
* xyz 0 1
O -1.0157 -0.9793 -0.9185
O -2.8739 -0.0443 -0.4251
O 0.3588 1.1387 -1.1193
C 0.5007 0.4128 0.1409
C 1.4694 -0.7243 -0.1232
C 0.1128 -1.0834 -0.0991
C -0.8076 0.8010 0.7687
C -1.7045 -0.1050 -0.2160
H -1.0319 0.4165 1.7805
H -0.9584 1.8024 0.6219
H 0.0193 -1.7101 0.9537
H 1.9488 -0.8963 0.8057
H 2.1641 -0.5287 -0.9380
H 1.8179 1.4999 -1.2323
*
```

Atomic partial charges in e from the natural (NBO) method, atoms 1 to 2: -0.439 -0.541

=====

(3)
C5H7N | wB97M-V/def2-TZVPD

Output
Relative energy (zero: lowest compared OMol25 entry of this formula, charge and spin), eV: 2.159
Kohn-Sham gap, eV: 10.11
E_LUMO, eV: 0.318
F_max, eV/Å: 1.12
Structure (SMILES): C=CC#N.C=C
Energy, eV: -6786.3533

Geometry as ORCA input:
```
! RIJCOSX wB97M-V def2-TZVPD def2/J DEFGRID3
* xyz 0 1
N 0.7221 -2.9280 0.2245
C -0.1219 -2.1352 0.2700
C 0.9892 1.5872 -0.2324
C 0.9707 0.7086 -1.2268
C -1.1704 -1.1535 0.3043
C -1.1090 -0.0844 1.0953
H -1.8945 0.6642 1.0847
H 0.3706 0.8688 -2.1195
H -1.9879 -1.3054 -0.3931
H 1.5710 1.4124 0.6700
H 0.4082 2.5058 -0.2629
H -0.2673 0.0895 1.7580
H 1.5191 -0.2299 -1.1721
*
```

Atomic partial charges in e from the natural (NBO) method, atoms 1 to 2: -0.311 0.254

=====

(4)
C3H10N2S2 | wB97M-V/def2-TZVPD

Output
Relative energy (zero: lowest compared OMol25 entry of this formula, charge and spin), eV: 1.405
Kohn-Sham gap, eV: 9.26
E_LUMO, eV: 0.158
F_max, eV/Å: 3.74
Structure (SMILES): NC[C@@H](N)CSS
Energy, eV: -27922.5401

Geometry as ORCA input:
```
! RIJCOSX wB97M-V def2-TZVPD def2/J DEFGRID3
* xyz 0 1
S 1.3919 -0.7386 0.1559
S 1.4651 -2.2306 -1.4038
N -2.4056 2.7411 0.0398
N -0.0803 1.4082 1.6585
C -2.1814 1.3419 0.5435
C -0.7074 0.9688 0.3193
C -0.3683 -0.3972 -0.0208
H -2.4498 2.5943 -0.9765
H -1.6486 3.3552 0.3606
H 0.4994 0.6982 2.1778
H 1.5035 -3.3070 -0.6198
H -0.8209 -1.1841 0.5792
H -0.3379 1.5723 -0.5414
H -2.6632 0.4857 0.0832
H -0.7844 -0.6783 -1.0650
H -2.6024 1.2798 1.5727
H 0.5371 2.1654 1.4558
*
```

Atomic partial charges in e from the natural (NBO) method, atoms 1 to 2: 0.102 -0.144

=====

(5)
C29H33N7OPt | wB97M-V/def2-TZVPD

Output
Relative energy (zero: lowest compared OMol25 entry of this formula, charge and spin), eV: 3.384
Kohn-Sham gap, eV: 4.30
E_LUMO, eV: -8.579
F_max, eV/Å: 1.70
Energy, eV: -46319.5109

Geometry as ORCA input:
```
! RIJCOSX wB97M-V def2-TZVPD def2/J DEFGRID3
* xyz 2 1
Pt 0.2224 -0.2860 -0.4221
O 1.0189 -1.2395 1.1334
N -1.0165 0.3469 -2.0960
N -1.1166 0.6615 0.9845
N 1.6464 -1.0595 -1.6071
N -1.9214 1.6738 -3.6107
N 3.6191 -1.7755 -2.2071
N -0.1169 1.0383 2.9324
N 0.8286 2.2343 -1.3116
C -1.0364 0.0223 3.1716
C -2.6857 -1.1299 1.8281
C -1.3478 -0.7004 4.3161
C 1.4344 4.4309 3.1587
C 0.3261 2.3449 -2.6716
C 2.8740 -1.3268 -1.1895
C 0.1212 3.0601 -0.3731
C 2.1674 -3.0129 2.1767
C 2.8312 -1.7926 -3.3302
C 2.3101 3.5708 2.4642
C -2.8295 0.6395 -3.4215
C -0.8704 1.4495 -2.7937
C 1.6053 -1.3429 -2.9511
C -0.2244 1.3912 1.6375
C -2.8918 -1.3439 -2.0288
C -0.4479 3.7154 1.8999
C -4.1213 -1.6247 -2.5862
C -3.0264 -1.8314 2.9644
C 5.0009 -2.2353 -2.1197
C -1.6655 -0.1921 1.9488
C -2.2499 -0.1842 -2.4573
C -0.1147 -3.3997 1.2115
C 1.1967 -2.6436 1.0660
C -4.6995 -0.7838 -3.5520
C -2.3613 -1.6280 4.1854
C -4.0664 0.3600 -3.9925
C 0.0625 4.5158 2.8745
C 1.8114 2.7723 1.4853
C 0.3769 2.7364 1.1491
H -3.8219 -2.5623 2.9205
H 5.5473 -1.6136 -1.4155
H 3.2038 -1.2479 -0.1669
H 1.8418 5.0544 3.9475
H 0.7033 -1.2374 -3.5264
H 1.1087 1.9985 -3.3493
H -1.5026 3.7486 1.6463
H 1.8265 2.3961 -1.3038
H 3.0895 -2.4348 2.0961
H 3.3630 3.5685 2.7085
H 0.3413 4.1261 -0.5127
H 0.4782 1.4636 3.6247
H -0.9515 2.9143 -0.5253
H 3.2005 -2.1311 -4.2816
H -4.6537 -2.5158 -2.2836
H -2.6585 -2.2094 5.0472
H -4.5094 0.9972 -4.7454
H -3.1870 -1.2896 0.8840
H -0.8475 -3.0256 0.4933
H 5.4619 -2.1496 -3.0994
H 2.4585 2.0989 0.9328
H 0.0706 3.3714 -2.9634
H 1.7186 -2.8043 3.1496
H -2.0285 2.4536 -4.2383
H -5.6630 -1.0461 -3.9662
H 5.0329 -3.2731 -1.7944
H -0.8404 -0.5432 5.2577
H -0.5191 -3.2720 2.2158
H -0.5646 5.2100 3.4159
H -2.4280 -1.9981 -1.3020
H 0.0277 -4.4660 1.0278
H 2.4204 -4.0733 2.1363
H 1.6383 -2.9393 0.1039
*
```

Atomic partial charges in e from the Mulliken method, atoms 1 to 2: 1.665 -0.468

=====

(6)
C28H25BaF12N6O2S | wB97M-V/def2-TZVPD

Output
Relative energy (zero: lowest compared OMol25 entry of this formula, charge and spin), eV: 1.176
Kohn-Sham gap, eV: 4.75
E_LUMO, eV: 1.392
F_max, eV/Å: 0.66
Energy, eV: -86622.2953

Geometry as ORCA input:
```
! RIJCOSX wB97M-V def2-TZVPD def2/J DEFGRID3
* xyz -1 1
Ba 1.6322 0.2960 -0.9684
S 3.4761 1.4109 -3.6618
F 0.6897 -4.0866 0.0984
F 1.3211 1.9512 2.8485
F 2.2669 -3.0314 -0.9511
F 4.5902 0.4909 4.0706
F 3.3818 2.5461 3.0320
F -1.4282 -2.5453 -3.6937
F 1.3048 -4.7258 -1.8530
F -1.1882 -4.5074 -2.8005
F 5.3064 0.8031 2.0786
F 4.7783 -1.1884 2.7314
F 0.4239 -3.5922 -3.9196
F 2.4683 2.4051 1.0821
O 0.6289 -1.5095 -2.2465
O 3.2080 -0.0162 0.8292
N 2.5330 2.6353 -5.8004
N 0.7553 2.7482 -2.7201
N 0.4960 -1.2873 0.8739
N -1.8749 0.6713 -3.0745
N 1.3220 3.0240 -3.9347
N -0.5157 2.2817 -0.3331
C 2.9719 0.2572 2.1207
C 0.4892 -2.5415 4.3449
C -2.4401 -2.5334 -1.0261
C -3.5037 -2.1812 -0.2051
C 2.3884 2.3610 -4.4630
C 1.5617 -1.7324 6.5036
C 1.0746 -3.6186 -1.1000
C 0.0134 -2.6141 -1.7583
C -0.5054 4.8060 -3.1383
C 1.3425 -1.6699 5.0127
C -0.1673 3.5628 -2.3585
C -1.8832 -1.3100 1.3353
C -0.7840 -1.6573 0.5130
C -2.9490 3.4918 0.1739
C 2.5435 1.7927 2.2933
C 0.2973 -2.4168 2.9899
C -1.2447 1.9306 0.7200
C -3.1969 -1.5538 0.9964
C 1.9355 -0.6649 2.8339
C -1.0974 -2.2893 -0.7287
C 2.0469 -0.7772 4.2235
C -2.1984 3.8506 -0.9357
C -0.9729 3.2339 -1.1529
C -2.4617 2.5252 1.0285
C -4.9225 -2.4741 -0.6249
C 4.4057 0.0955 2.7859
C -0.5485 -3.3371 -3.0318
C 0.9106 -1.4196 2.1823
H -3.9082 3.9584 0.3574
H -2.5877 4.5800 -1.6302
H 1.5816 -0.7318 6.9408
H -5.2155 -1.8794 -1.4948
H -1.0353 5.5233 -2.5203
H -2.1620 0.6205 -2.0997
H 1.6983 2.7344 -6.3584
H 3.2647 2.0925 -6.2298
H 2.7387 -0.1272 4.7395
H 0.4068 5.2934 -3.4851
H -0.0353 -3.3213 4.8902
H -3.0169 2.2075 1.8997
H 0.7634 -2.2957 6.9906
H -3.9922 -1.2579 1.6756
H 0.8378 3.6513 -4.5588
H 2.5093 -2.2181 6.7527
H -0.8355 1.1398 1.3399
H -5.6234 -2.2503 0.1811
H -5.0444 -3.5256 -0.8950
H -2.2647 -0.1676 -3.4939
H -1.6600 -0.8417 2.2875
H -1.1368 4.5751 -4.0022
H -0.3836 -3.0946 2.4911
H -2.7056 -3.0365 -1.9433
H -0.8750 0.4817 -3.0564
*
```

Atomic partial charges in e from the Mulliken method, atoms 1 to 2: 1.950 -0.369

=====

(7)
C10H14NS | wB97M-V/def2-TZVPD

Output
Relative energy (zero: lowest compared OMol25 entry of this formula, charge and spin), eV: 3.071
Kohn-Sham gap, eV: 8.99
E_LUMO, eV: -3.197
F_max, eV/Å: 5.16
Structure (SMILES): C[C@@H]1[NH2+]C[C@@H]2C[C@@]21c1cccs1
Energy, eV: -22913.5218

Geometry as ORCA input:
```
! RIJCOSX wB97M-V def2-TZVPD def2/J DEFGRID3
* xyz 1 1
S -2.1215 0.5029 1.6163
N 1.2453 -2.0683 -0.2739
C 2.2193 -0.0081 0.6643
C 0.0304 -2.3617 -1.0055
C -1.8827 2.9799 1.1893
C 0.9531 -0.8409 0.5535
C 0.2263 0.0861 -1.7397
C -2.6693 2.1070 1.8087
C -0.6710 -1.0881 -1.2178
C -0.9562 0.9822 0.4323
C -0.9372 2.3040 0.2979
C -0.2158 0.0020 -0.3514
H 0.3240 -2.9977 -1.8341
H 0.4640 -1.1302 1.5446
H -0.1565 2.8609 -0.2622
H 1.9323 0.7121 1.4258
H 1.2349 -0.0387 -2.1557
H -1.9458 4.0443 1.1173
H 3.1928 -0.5520 1.0337
H -3.3042 2.4565 2.6535
H -0.3178 0.8193 -2.2100
H 2.2924 0.2997 -0.3762
H 1.9242 -1.8786 -0.9966
H -0.6012 -3.1033 -0.5160
H 1.4809 -2.8553 0.3666
H -1.7409 -1.2339 -1.7646
*
```

Atomic partial charges in e from the natural (NBO) method, atoms 1 to 2: 0.441 -0.517

=====

(8)
CH2N2OS | wB97M-V/def2-TZVPD

Output
Relative energy (zero: lowest compared OMol25 entry of this formula, charge and spin), eV: 2.516
Kohn-Sham gap, eV: 10.72
E_LUMO, eV: -0.567
F_max, eV/Å: 5.11
Structure (SMILES): N#C[S@H](=N)=O
Energy, eV: -16927.8004

Geometry as ORCA input:
```
! RIJCOSX wB97M-V def2-TZVPD def2/J DEFGRID3
* xyz 0 1
S -0.0280 0.1640 0.4323
O -1.3203 -0.5099 0.7941
N -0.7068 0.1918 -2.4004
N 1.3404 -0.5352 0.5027
C -0.4965 0.3006 -1.3067
H -0.1690 1.6579 0.7465
H 1.3802 -1.2692 1.2315
*
```

Atomic partial charges in e from the natural (NBO) method, atoms 1 to 2: 1.722 -0.886